A.
{
  "formula": "C6H10N",
  "method": "ωB97M-V/def2-TZVPD",
  "smiles": "C=C1[C@@H]2[N@@H+](C)[C@]12C",
  "total_charge": 1,
  "orbital_gap_ha": 0.427,
  "homo_energy_ev": -14.57,
  "elements": ["C", "C", "C", "N", "C", "C", "C", "H", "H", "H", "H", "H", "H", "H", "H", "H", "H"],
  "coordinates": [[-0.76047, 2.60508, -0.16981], [-0.56020, 1.41512, 0.18088], [-0.33645, 0.32648, 1.12444], [0.88641, -0.02907, 0.34383], [1.52230, -1.31394, 0.55820], [-0.46445, 0.00436, -0.30960], [-1.08771, -1.09338, -1.09516], [-0.96450, 2.86332, -1.19559], [-0.61944, 3.32733, 0.57395], [-0.50631, 0.09001, 2.16021], [1.47142, 0.79464, -0.00089], [1.14810, -1.74564, 1.53421], [1.19755, -1.90015, -0.32228], [2.70395, -1.16742, 0.53380], [-0.37859, -1.55751, -1.77745], [-1.89993, -0.65805, -1.69121], [-1.35166, -1.96118, -0.44752]]
}

---

B.
{
  "formula": "C6H10N",
  "method": "ωB97M-V/def2-TZVPD",
  "smiles": "C=C1C[N+](=C)[C@H]1C",
  "total_charge": 1,
  "orbital_gap_ha": 0.355,
  "homo_energy_ev": -14.30,
  "elements": ["C", "C", "C", "N", "C", "C", "C", "H", "H", "H", "H", "H", "H", "H", "H", "H", "H"],
  "coordinates": [[-2.21001, -0.88284, -0.19113], [-0.92005, -0.83211, 0.11780], [0.40126, -1.67006, 0.11578], [1.18286, -0.43106, 0.30595], [2.31424, -0.07856, -0.15601], [-0.25264, 0.43665, 0.55831], [-0.27738, 1.77419, -0.09747], [-2.73577, 0.03771, -0.06558], [-2.81670, -1.71760, -0.48615], [0.32818, -2.30158, 1.01333], [0.72015, -2.10212, -0.77855], [2.48722, 0.93188, -0.00300], [3.00395, -0.75017, -0.47758], [-0.13412, 0.62529, 1.64136], [-0.11679, 1.60014, -1.16171], [0.64152, 2.49400, 0.34977], [-1.22490, 2.20549, -0.02744]]
}

---

Relative calculated energies, zero for the most stable structure, unit kJ/mol: A 112.1; B 0.0.

---

A.
{
  "formula": "C6H10N",
  "method": "ωB97M-V/def2-TZVPD",
  "total_charge": 1,
  "orbital_gap_ha": [0.292, 0.319],
  "homo_energy_ev": [-15.00, -14.93],
  "elements": ["C", "C", "C", "C", "C", "C", "N", "H", "H", "H", "H", "H", "H", "H", "H", "H", "H"],
  "coordinates": [[3.29487, -0.52177, 0.46142], [4.45662, -0.52201, 0.69513], [0.69213, -0.44041, -0.47989], [0.62402, -1.23938, -1.67893], [-1.45684, 0.52913, 0.06235], [0.58573, 0.97372, 1.47768], [-0.03880, 0.26349, 0.32299], [1.78938, -0.45038, -0.05095], [0.92663, -2.25271, -1.61979], [1.21170, -0.74713, -2.39186], [-0.42078, -1.10006, -2.15085], [-2.06766, 0.25999, 0.91213], [-1.57010, 1.62529, -0.10292], [-1.79635, 0.05527, -0.95331], [0.47967, 2.03995, 1.32424], [-0.04649, 0.66799, 2.46904], [1.60643, 0.74785, 1.74808]]
}

---

B.
{
  "formula": "C6H10N",
  "method": "ωB97M-V/def2-TZVPD",
  "total_charge": 1,
  "orbital_gap_ha": 0.394,
  "homo_energy_ev": -14.09,
  "elements": ["C", "C", "C", "C", "C", "C", "N", "H", "H", "H", "H", "H", "H", "H", "H", "H", "H"],
  "coordinates": [[1.42493, 1.15253, 0.18279], [0.31994, 1.31992, -0.64035], [1.52418, -0.07011, 1.02858], [0.85771, -0.37285, -0.29847], [-1.10904, -0.67741, -1.46931], [-1.25919, 0.21286, 0.94247], [-0.50578, -0.09364, -0.32742], [2.09928, 1.91973, -0.07379], [2.54548, -0.46487, 1.28691], [0.85116, -0.15378, 1.96175], [1.31889, -0.84066, -1.05858], [-1.53613, -1.64774, -1.16315], [-1.94666, -0.24340, -1.84567], [-0.40866, -0.71356, -2.35046], [-0.96809, 1.17319, 1.29190], [-2.29048, -0.03069, 0.81059], [-0.91754, -0.46952, 1.72221]]
}

---

C.
{
  "formula": "C6H10N",
  "method": "ωB97M-V/def2-TZVPD",
  "smiles": "CC1=C[N+]1=C(C)C",
  "total_charge": 1,
  "orbital_gap_ha": 0.355,
  "homo_energy_ev": -13.86,
  "elements": ["C", "C", "C", "N", "C", "C", "C", "H", "H", "H", "H", "H", "H", "H", "H", "H", "H"],
  "coordinates": [[0.15680, -2.06514, 1.37276], [0.61170, -0.69012, 1.25253], [1.36872, 0.33158, 1.74453], [0.56370, 0.40996, 0.48636], [-0.11456, 0.74010, -0.53907], [-0.04809, 2.12555, -1.09065], [-0.95605, -0.12321, -1.43267], [-0.14547, -2.62273, 0.43333], [-0.63612, -2.29505, 2.04173], [0.84430, -2.64904, 1.81873], [2.23464, 0.85564, 2.10027], [-1.05685, 2.46825, -0.92285], [0.37478, 1.93475, -2.08395], [0.46061, 2.75113, -0.31164], [-0.34668, -0.96760, -2.00396], [-1.56156, 0.44500, -2.08251], [-1.74987, -0.64907, -0.78293]]
}

---

D.
{
  "formula": "C6H10N",
  "method": "ωB97M-V/def2-TZVPD",
  "smiles": "CC1=[N+]=CC[C@@H]1C",
  "total_charge": 1,
  "orbital_gap_ha": 0.327,
  "homo_energy_ev": -14.99,
  "elements": ["C", "C", "N", "C", "C", "C", "C", "H", "H", "H", "H", "H", "H", "H", "H", "H", "H"],
  "coordinates": [[1.08788, -1.33240, -1.34356], [-0.07133, -0.61320, -1.01262], [-0.95472, -0.00050, -1.73100], [-1.78859, 0.71639, -1.04044], [-1.61150, 0.68388, 0.37130], [-0.45238, -0.22299, 0.66244], [0.88971, 0.60853, 0.91451], [1.91922, -0.60065, -1.79950], [0.96332, -1.89537, -2.29518], [1.48667, -1.87978, -0.55975], [-2.56825, 1.29988, -1.46891], [-1.67205, 1.49168, 1.12030], [-2.58437, 0.06654, 0.48387], [-0.47204, -0.74773, 1.70917], [0.84953, 0.98782, 1.87632], [1.06601, 1.49566, 0.17796], [1.78126, -0.03388, 0.90409]]
}

---

Relative calculated energies, zero for the most stable structure, unit kJ/mol: A 631.6; B 270.1; C 104.8; D 0.0.

---

A.
{
  "formula": "C3H10OS2",
  "method": "ωB97M-V/def2-TZVPD",
  "smiles": "CCO.CSS",
  "total_charge": 0,
  "orbital_gap_ha": 0.332,
  "homo_energy_ev": -8.66,
  "elements": ["C", "C", "O", "H", "H", "H", "H", "H", "H", "C", "S", "S", "H", "H", "H", "H"],
  "coordinates": [[-2.39521, -0.92501, 0.23583], [-2.33738, -0.62679, -1.25994], [-3.07352, 0.58483, -1.40777], [-1.56932, -0.46974, 0.72091], [-2.51113, -1.96874, 0.52223], [-3.27975, -0.31327, 0.53661], [-1.26984, -0.54045, -1.58057], [-2.71722, -1.37488, -1.96310], [-2.93164, 1.00272, -2.29773], [0.92402, 1.27612, 1.58033], [1.13788, -0.40368, 1.04314], [2.44190, 0.07063, -0.55025], [1.89301, 1.65159, 1.89134], [0.40726, 1.87287, 0.85972], [0.27930, 1.40637, 2.40020], [1.86258, 1.03771, -1.05106]]
}

---

B.
{
  "formula": "C3H10OS2",
  "method": "ωB97M-V/def2-TZVPD",
  "smiles": "CCCSS.O",
  "total_charge": 0,
  "orbital_gap_ha": 0.355,
  "homo_energy_ev": -9.09,
  "elements": ["C", "C", "C", "S", "S", "H", "H", "H", "H", "H", "H", "H", "H", "O", "H", "H"],
  "coordinates": [[-2.22337, -0.12549, 2.33483], [-0.85049, 0.12361, 1.68245], [-1.00600, 0.35246, 0.18022], [0.58602, 1.02566, -0.46065], [0.08623, 1.51277, -2.38480], [-2.62647, -1.08550, 2.02867], [-2.03191, -0.33776, 3.39540], [-2.92003, 0.69261, 2.17648], [-0.28568, -0.78077, 1.82720], [-0.30595, 0.93098, 2.15568], [-1.77998, 1.07648, -0.01941], [-1.14264, -0.57893, -0.35621], [-0.55208, 2.68522, -2.21309], [5.31506, -1.97060, -3.70947], [4.44132, -2.32690, -3.49664], [5.29597, -1.19382, -3.14066]]
}

---

C.
{
  "formula": "C3H10OS2",
  "method": "ωB97M-V/def2-TZVPD",
  "smiles": "CCO.CSS",
  "total_charge": 0,
  "orbital_gap_ha": 0.358,
  "homo_energy_ev": -8.99,
  "elements": ["C", "C", "O", "H", "H", "H", "H", "H", "H", "C", "S", "S", "H", "H", "H", "H"],
  "coordinates": [[-0.03544, -3.59330, 1.77793], [-0.34366, -2.13137, 2.06037], [-1.45664, -1.64056, 1.31207], [-0.25385, -3.78417, 0.72310], [1.03314, -3.78476, 1.92692], [-0.62649, -4.26713, 2.40337], [0.52223, -1.50033, 1.82945], [-0.57065, -1.97874, 3.12876], [-2.22669, -2.23385, 1.39910], [1.36082, 4.00380, -1.93998], [0.77099, 3.31634, -3.52604], [-1.18908, 3.24071, -3.24075], [0.91230, 4.97446, -1.79921], [2.44287, 4.10179, -2.00962], [1.07033, 3.32146, -1.14088], [-1.41017, 1.95565, -2.90458]]
}

---

Relative calculated energies, zero for the most stable structure, unit kJ/mol: A 104.9; B 0.0; C 40.5.

---

A.
{
  "formula": "C19H19N3O3S",
  "method": "ωB97M-V/def2-TZVPD",
  "smiles": "COc1ccc(NC(=O)CS[C@@H](C)c2nc3ccccc3c(=O)[nH]2)cc1",
  "total_charge": 0,
  "orbital_gap_ha": 0.309,
  "homo_energy_ev": -7.88,
  "elements": ["C", "O", "C", "C", "C", "C", "N", "C", "O", "C", "S", "C", "C", "C", "N", "C", "C", "C", "C", "C", "C", "C", "O", "N", "C", "C", "H", "H", "H", "H", "H", "H", "H", "H", "H", "H", "H", "H", "H", "H", "H", "H", "H", "H", "H"],
  "coordinates": [[-4.75724, -1.27486, 0.75162], [-4.06737, -0.96286, -0.43587], [-2.73663, -1.23837, -0.49853], [-2.00211, -1.86245, 0.50265], [-0.64241, -2.06710, 0.34961], [0.00495, -1.64610, -0.80321], [1.39065, -1.77468, -0.98875], [2.33686, -2.03658, -0.05979], [2.13704, -2.33139, 1.10114], [3.74729, -1.86105, -0.59381], [4.01232, -0.10065, -1.00596], [3.44921, 0.65521, 0.57364], [4.15633, 1.99419, 0.74417], [1.96109, 0.86028, 0.55829], [1.43086, 1.47425, -0.43433], [0.08367, 1.72789, -0.40617], [-0.50300, 2.38714, -1.49094], [-1.84912, 2.67117, -1.47626], [-2.64116, 2.31564, -0.38567], [-2.07980, 1.66402, 0.68823], [-0.71843, 1.35990, 0.68857], [-0.11470, 0.63443, 1.80090], [-0.68592, 0.23018, 2.79011], [1.25403, 0.42977, 1.64193], [-0.73539, -1.04851, -1.82175], [-2.08835, -0.85044, -1.67313], [-4.31498, -0.77113, 1.61631], [-4.77784, -2.35436, 0.93242], [-5.77473, -0.91613, 0.60389], [-2.46621, -2.18333, 1.42036], [-0.08438, -2.54128, 1.13919], [1.72206, -1.44763, -1.88803], [4.47248, -2.16812, 0.16014], [3.91131, -2.41642, -1.51568], [3.73554, -0.03917, 1.36739], [5.23414, 1.85332, 0.72433], [3.86961, 2.65944, -0.06630], [3.87375, 2.44924, 1.69153], [0.12481, 2.66259, -2.32355], [-2.29869, 3.17946, -2.31679], [-3.69501, 2.54832, -0.38848], [-2.66588, 1.37946, 1.54898], [1.69996, -0.13972, 2.35324], [-0.24031, -0.72510, -2.72607], [-2.66831, -0.37846, -2.44958]]
}

---

B.
{
  "formula": "C19H19N3O3S",
  "method": "ωB97M-V/def2-TZVPD",
  "smiles": "CCOc1ccc(/N=C2/NC(=O)[C@@H](CC(=O)Nc3ccccc3)S2)cc1",
  "total_charge": 0,
  "orbital_gap_ha": 0.293,
  "homo_energy_ev": -7.75,
  "elements": ["C", "C", "O", "C", "C", "C", "C", "N", "C", "N", "C", "O", "C", "C", "C", "O", "N", "C", "C", "C", "C", "C", "C", "S", "C", "C", "H", "H", "H", "H", "H", "H", "H", "H", "H", "H", "H", "H", "H", "H", "H", "H", "H", "H", "H"],
  "coordinates": [[2.91622, -2.16623, 3.51151], [3.36155, -0.70739, 3.45589], [2.36085, 0.18585, 3.89869], [1.30962, 0.48179, 3.08526], [0.33588, 1.31594, 3.64303], [-0.75694, 1.71600, 2.91019], [-0.92470, 1.26856, 1.59891], [-1.98929, 1.75125, 0.86018], [-2.71000, 1.10810, 0.06765], [-3.65956, 1.71375, -0.71450], [-4.37460, 0.98945, -1.61648], [-5.23753, 1.42693, -2.32929], [-3.93485, -0.47100, -1.60966], [-3.23163, -0.79408, -2.93646], [-1.91178, -0.02286, -2.95214], [-1.88533, 1.17905, -3.09328], [-0.82869, -0.80902, -2.72049], [0.49015, -0.41973, -2.44456], [0.93649, 0.89128, -2.57374], [2.24094, 1.20485, -2.23653], [3.10955, 0.22860, -1.78015], [2.66844, -1.07922, -1.66319], [1.36711, -1.40441, -1.99273], [-2.80315, -0.67134, -0.19454], [0.04357, 0.43830, 1.04384], [1.15359, 0.05383, 1.77131], [2.62054, -2.42170, 4.52588], [2.06766, -2.33776, 2.85379], [3.73618, -2.81195, 3.20897], [4.19210, -0.54773, 4.14956], [3.69952, -0.44070, 2.44658], [0.47243, 1.64749, 4.66026], [-1.50102, 2.36617, 3.34280], [-3.74606, 2.72058, -0.67998], [-4.80079, -1.12129, -1.46952], [-3.86456, -0.43526, -3.75095], [-3.08223, -1.86932, -3.03508], [-1.00002, -1.79493, -2.57490], [0.26175, 1.65510, -2.92083], [2.57843, 2.22570, -2.33135], [4.12502, 0.48381, -1.51732], [3.33818, -1.85049, -1.31143], [1.02060, -2.42394, -1.89053], [-0.05140, 0.11847, 0.01852], [1.88777, -0.57049, 1.28683]]
}

---

Relative calculated energies, zero for the most stable structure, unit kJ/mol: A 0.0; B 61.6.

---

A.
{
  "formula": "C4H10OSi2",
  "method": "ωB97M-V/def2-TZVPD",
  "total_charge": 0,
  "orbital_gap_ha": 0.279,
  "homo_energy_ev": -7.92,
  "elements": ["C", "C", "C", "C", "O", "Si", "Si", "H", "H", "H", "H", "H", "H", "H", "H", "H", "H"],
  "coordinates": [[-1.77079, -2.03874, 0.38850], [-2.65900, 1.68227, -0.28504], [-0.82013, -1.15331, 0.05208], [-1.32390, 1.56976, -0.18680], [2.02836, -0.42906, -0.83761], [2.94169, -0.22673, 0.50673], [-0.35506, 0.43725, 0.93828], [-1.68131, -3.10869, 0.19954], [-2.46278, -1.79090, 1.31507], [-3.29130, 2.14190, -0.97916], [-3.12197, 1.13999, 0.41098], [0.10779, -1.36585, -0.52612], [-0.80578, 2.15230, -1.06200], [2.38799, -0.03778, -1.70799], [2.13515, -1.00769, 1.50776], [4.50723, -0.16868, 0.55242], [2.70690, 1.14458, 0.95212]]
}

---

B.
{
  "formula": "C4H10OSi2",
  "method": "ωB97M-V/def2-TZVPD",
  "smiles": "C=C[Si](=O)C=C.[SiH4]",
  "total_charge": 0,
  "orbital_gap_ha": 0.374,
  "homo_energy_ev": -10.14,
  "elements": ["C", "C", "Si", "O", "C", "C", "H", "H", "H", "H", "H", "H", "Si", "H", "H", "H", "H"],
  "coordinates": [[-1.39112, 2.73510, -0.80353], [-0.11158, 2.40974, -1.14882], [1.06815, 0.94923, -0.60894], [1.91009, 0.01503, -1.42740], [0.88145, 0.96455, 1.24063], [1.27556, 1.67462, 2.21671], [-1.63904, 3.75260, -1.20061], [-2.11031, 2.14372, -0.29771], [0.34830, 3.06896, -1.76750], [0.18056, 0.09427, 1.48880], [0.88003, 1.50136, 3.16278], [1.70289, 2.62973, 2.05274], [-0.60765, -4.38263, -0.67835], [-1.68307, -4.96327, -1.39327], [0.48487, -5.30476, -0.52489], [-1.26634, -4.19990, 0.76219], [0.07721, -3.08834, -1.07283]]
}

---

C.
{
  "formula": "C4H10OSi2",
  "method": "ωB97M-V/def2-TZVPD",
  "smiles": "C=C[Si](O)([SiH3])C=C",
  "total_charge": 0,
  "orbital_gap_ha": 0.357,
  "homo_energy_ev": -9.08,
  "elements": ["C", "C", "Si", "O", "Si", "C", "C", "H", "H", "H", "H", "H", "H", "H", "H", "H", "H"],
  "coordinates": [[-0.52806, -2.41367, -0.06406], [-0.19910, -1.51971, -1.01778], [0.15790, 0.31010, -0.79021], [0.42550, 1.03669, -2.28085], [2.20011, 0.62982, 0.43026], [-1.01830, 1.44825, 0.27862], [-2.06628, 1.28346, 1.12567], [-0.67892, -3.62102, -0.18732], [-0.70930, -2.28642, 1.04313], [0.07203, -1.90856, -2.08951], [0.02493, 1.07304, -3.15202], [2.75345, 1.97005, 0.22175], [1.61223, 0.43408, 1.89519], [3.28190, -0.36112, -0.14646], [-0.49526, 2.40435, 0.22261], [-2.18019, 2.00362, 1.88411], [-2.42304, 0.20623, 1.35137]]
}

---

Relative calculated energies, zero for the most stable structure, unit kJ/mol: A 227.1; B 137.5; C 0.0.